[1]
Entry from the Open Molecules 2025 dataset: a structure of composition C44H63AsCrN3O2SSbSi3 (wB97M-V/def2-TZVPD).

Properties
- HOMO energy (alpha / beta): -0.2618 / -0.2645 hartree
- 2S+1: 5
- ΔE to the lowest compared entry with this formula, charge and spin: 0.0 kcal/mol
- LUMO (alpha / beta): 0.088 / 0.061 eV
- HOMO-LUMO gap (alpha / beta): 7.21 / 7.26 eV
- Energy: -185484.339 eV
- Charge: 0
- <S²>: 6.03

Structure (XYZ):
```
119
Properties=species:S:1:pos:R:3:forces:R:3:lowdin_spin:R:1
Cr 0.10215 -0.37059 -0.48436 -0.51 0.04 0.64 3.8020
O -0.85334 1.49304 -0.48783 0.12 -0.16 -0.36 0.0340
N -2.07164 1.52011 -1.01862 0.03 0.14 0.00 0.0098
C -2.49713 2.71027 -1.49962 0.02 -0.03 0.02 0.0014
C -3.75264 2.86582 -2.01617 0.04 0.02 0.01 0.0031
C -4.60215 1.75580 -2.03864 -0.02 -0.01 0.01 0.0019
C -4.14999 0.55478 -1.55722 -0.03 -0.01 -0.02 0.0010
C -2.84877 0.40390 -1.04218 -0.02 -0.02 0.00 0.0066
S -2.23761 -1.09228 -0.47270 0.07 0.02 -0.05 0.0043
H -1.75527 3.49110 -1.42738 -0.02 0.01 -0.01 0.0001
H -4.05644 3.83200 -2.39127 0.00 -0.02 0.00 0.0002
H -5.60530 1.83824 -2.43628 0.02 0.01 0.00 0.0000
H -4.77521 -0.32665 -1.56719 0.01 0.00 0.00 -0.0003
C 3.13554 -3.19759 2.80990 -0.02 -0.08 0.05 -0.0017
Sb 1.83136 -1.49224 2.45561 0.16 0.02 0.03 0.0077
C 1.30862 -1.97729 0.39740 0.10 0.09 -0.22 -0.0128
C 2.44693 -1.36365 -0.34586 0.14 0.01 -0.14 0.0220
C 3.74555 -1.85913 -0.53694 -0.01 0.01 0.02 -0.0001
C 4.63211 -1.17945 -1.34922 0.05 -0.03 0.00 0.0126
C 4.23812 -0.00607 -1.98507 -0.04 0.03 0.01 -0.0008
C 2.95259 0.44171 -1.76174 0.04 0.01 -0.02 0.0112
N 2.10895 -0.20566 -0.96171 -0.02 0.02 0.02 0.0021
Si 0.90707 -3.62216 -0.35708 -0.04 0.04 -0.02 0.0052
C -0.87648 -4.12090 -0.03087 -0.05 0.00 0.04 0.0016
C 1.10298 -3.43115 -2.23364 0.03 0.00 -0.05 0.0081
C 2.05199 -5.07475 0.04073 -0.02 -0.07 -0.04 0.0003
C 0.30101 -1.97544 4.02526 -0.17 0.02 -0.05 0.0015
C -0.92874 -1.21880 3.58267 0.09 0.10 0.01 0.0013
C -2.18169 -1.32589 4.19643 -0.05 0.04 0.00 0.0003
C -3.18250 -0.42697 3.86834 0.00 -0.04 0.04 0.0007
C -2.92716 0.57456 2.94674 0.00 0.00 -0.01 0.0001
C -1.68098 0.58764 2.34573 0.01 -0.01 0.07 0.0026
N -0.72469 -0.29095 2.63486 0.00 -0.04 0.04 0.0104
Si 0.08307 -3.76588 4.61544 0.01 0.02 -0.03 0.0001
C 1.55148 -4.35659 5.63293 0.03 0.00 0.07 0.0000
C -0.18415 -4.94399 3.18801 0.03 0.00 -0.07 0.0000
C -1.37738 -4.08213 5.77809 -0.05 -0.05 -0.01 0.0000
Si 0.96461 -0.88940 5.47075 -0.03 -0.04 -0.04 0.0006
C 0.71336 0.92689 5.08044 -0.01 0.00 0.03 0.0003
C 2.79133 -1.14925 5.82390 0.07 -0.01 0.04 0.0004
C 0.03098 -1.21064 7.06982 -0.03 0.02 0.06 0.0002
H 3.84215 -3.23303 1.98143 0.01 0.00 0.01 -0.0001
H 2.62254 -4.15642 2.86251 0.02 0.02 0.01 0.0000
H 3.70453 -3.04187 3.72749 -0.02 0.01 -0.01 -0.0001
H 4.03374 -2.78723 -0.06548 0.00 0.01 0.01 -0.0006
H 5.63211 -1.56886 -1.50040 -0.02 0.01 0.00 0.0008
H 4.90683 0.54016 -2.63598 -0.01 0.00 0.01 -0.0003
H 2.56783 1.33840 -2.23419 0.01 -0.01 0.01 0.0006
H -1.50586 -3.77460 -0.85487 0.02 -0.03 0.02 0.0002
H -1.27128 -3.67363 0.88382 0.02 -0.01 -0.03 0.0001
H -0.98662 -5.20631 0.04594 0.02 0.04 0.01 0.0001
H 0.86119 -2.42138 -2.58117 -0.03 -0.03 0.03 0.0046
H 0.43613 -4.12017 -2.76065 0.03 -0.01 0.01 0.0002
H 2.12568 -3.65313 -2.55350 -0.02 0.04 0.01 0.0005
H 2.05832 -5.40917 1.07821 -0.03 0.04 -0.02 0.0000
H 3.08361 -4.84293 -0.23970 -0.03 -0.01 0.01 0.0000
H 1.73725 -5.92328 -0.57752 0.03 0.01 0.03 0.0001
H -2.36449 -2.07843 4.94593 0.01 0.01 -0.02 0.0001
H -4.15025 -0.50188 4.35022 0.01 0.00 -0.01 0.0000
H -3.67341 1.31152 2.68105 0.00 -0.02 0.00 0.0000
H -1.42338 1.32173 1.59012 -0.03 -0.03 0.07 0.0006
H 2.53072 -4.18241 5.19302 -0.03 -0.02 -0.02 0.0000
H 1.43417 -5.43708 5.76540 -0.01 0.03 0.00 0.0000
H 1.53931 -3.90924 6.63134 0.02 -0.03 -0.06 0.0000
H 0.45624 -4.70849 2.33888 -0.01 -0.03 0.01 0.0000
H -1.21847 -4.90054 2.84085 0.02 0.00 -0.01 0.0000
H 0.02325 -5.97431 3.49156 -0.02 0.03 0.02 0.0000
H -1.55456 -3.31229 6.53000 0.04 -0.06 -0.04 0.0000
H -1.15250 -5.01040 6.31413 -0.02 0.01 -0.03 0.0000
H -2.30524 -4.24867 5.22540 0.02 0.03 0.02 0.0000
H 1.09186 1.19588 4.09235 -0.01 -0.06 0.04 0.0003
H 1.24234 1.51880 5.83481 -0.03 0.01 -0.04 0.0000
H -0.34495 1.20062 5.11438 0.03 -0.01 0.00 0.0000
H 3.42495 -0.81564 4.99862 -0.03 -0.01 0.01 0.0002
H 3.04968 -2.18201 6.06321 -0.02 0.09 -0.02 0.0000
H 3.04387 -0.53454 6.69447 0.00 -0.02 -0.03 0.0000
H -1.04633 -1.07887 6.93646 0.05 0.00 0.02 0.0000
H 0.36275 -0.46832 7.80291 -0.02 -0.03 -0.01 0.0000
H 0.20684 -2.20035 7.49667 0.01 0.06 -0.03 0.0000
C 0.91111 0.99271 -4.96949 0.04 0.05 -0.09 0.0012
C -0.00012 0.11434 -4.15531 0.00 -0.07 -0.47 0.0072
O -0.15810 0.34361 -2.97714 -0.04 -0.01 0.45 0.0271
C -0.70248 -1.01583 -4.82883 0.04 0.04 0.00 0.0001
C -0.51511 -1.28704 -6.18326 -0.03 -0.03 0.00 0.0007
C -1.17917 -2.34870 -6.77811 0.01 0.01 0.02 -0.0001
C -2.02940 -3.14284 -6.02074 -0.02 -0.03 -0.04 0.0008
C -2.22144 -2.87398 -4.67225 0.01 0.01 0.05 0.0000
C -1.56220 -1.81231 -4.07561 -0.03 -0.03 -0.09 0.0010
H 1.34034 1.75172 -4.32062 0.01 -0.01 -0.02 0.0000
H 0.35633 1.47802 -5.77487 0.00 -0.02 0.00 0.0000
H 1.70372 0.39929 -5.42771 0.03 0.02 0.01 0.0005
H 0.14767 -0.67586 -6.78217 -0.01 -0.01 0.02 0.0001
H -1.03153 -2.55743 -7.82952 0.00 0.00 0.00 0.0000
H -2.54465 -3.97455 -6.48565 0.01 0.01 0.01 0.0000
H -2.88195 -3.49426 -4.07929 0.00 0.01 -0.02 0.0000
H -1.70722 -1.59539 -3.02555 0.01 0.02 0.04 0.0009
C 1.81439 3.73929 2.82571 -0.01 0.05 -0.01 0.0038
As 1.71511 2.41246 1.38157 0.04 -0.16 0.11 0.0092
C 3.63845 2.02615 1.40529 -0.02 0.06 0.03 0.0004
C 1.59534 3.65456 -0.16907 0.00 -0.03 -0.06 0.0002
C 2.71126 4.63006 -0.33554 0.02 0.00 0.00 0.0001
C 3.85291 4.28820 -1.06203 -0.01 0.00 0.02 0.0001
C 4.91050 5.17465 -1.19555 0.00 0.00 0.00 0.0000
C 4.84918 6.42858 -0.60237 0.01 0.00 -0.01 0.0001
C 3.72011 6.78412 0.12109 -0.01 0.00 0.00 0.0000
C 2.66329 5.89379 0.25170 0.01 0.00 0.00 0.0001
H 2.58591 4.48378 2.62866 0.00 0.02 0.00 0.0005
H 2.05596 3.20920 3.74768 0.00 0.05 -0.03 0.0000
H 0.85203 4.23385 2.95919 -0.01 -0.01 -0.01 0.0000
H 4.23209 2.93656 1.32113 0.01 0.00 -0.01 0.0001
H 3.91509 1.32996 0.61634 0.00 -0.03 -0.04 0.0001
H 3.84007 1.54561 2.36329 0.01 -0.01 0.00 0.0001
H 0.63427 4.15569 -0.04188 0.00 0.03 0.02 0.0001
H 1.49067 3.00793 -1.04186 0.00 0.01 0.00 0.0000
H 3.91308 3.30592 -1.51919 0.00 0.02 0.01 0.0000
H 5.78657 4.88559 -1.76341 -0.01 0.01 0.01 0.0000
H 5.67292 7.12331 -0.70611 -0.01 -0.01 0.00 0.0000
H 3.65893 7.76124 0.58458 0.00 -0.01 -0.01 0.0000
H 1.78288 6.18251 0.81497 0.00 0.00 -0.01 0.0000
```
Forces are in eV/Å.

---

[2]
Entry from the Open Molecules 2025 dataset: a cluster of 7 separate species, C44H64BrF7INO26S2 in total (wB97M-V/def2-TZVPD).

Properties
- HOMO energy: -0.3439 hartree
- Structure (SMILES): [H]/N=C(\C)C[C@]1([C@@H](I)CC)[C@@H](S(=O)(=O)F)[C@@](CCCCCCCCOC)(CCCCCOC(C)=O)[C@@H](Br)OS1(=O)=O.O=C1OC[C@@H](F)O1.O=C1OC[C@@H](F)O1.O=C1OC[C@@H](F)O1.O=C1OC[C@@H](F)O1.O=C1OC[C@@H](F)O1.O=C1OC[C@@H](F)O1
- LUMO: -0.125 eV
- HOMO-LUMO gap: 9.23 eV
- Energy: -220223.325 eV
- Charge: 0

Structure (XYZ):
```
146
Properties=species:S:1:pos:R:3:forces:R:3:mulliken_charge:R:1
H -2.45086 0.78578 4.01691 -0.11 0.13 -0.15 0.3267
N -2.41287 0.89414 2.99916 -0.49 0.59 0.02 -0.4021
C -1.80236 -0.09210 2.50018 0.34 -0.07 0.83 -0.9346
C -1.32450 -1.20450 3.45356 0.70 -0.10 -1.20 -0.6660
C -1.66499 -0.08284 0.97074 -0.66 -1.24 0.03 -0.3261
C -0.61944 0.88638 0.31159 -0.05 0.86 0.46 1.4667
C 0.69833 0.85215 1.14309 1.36 -1.20 -0.08 -2.5983
I 0.87749 1.77115 3.10174 -0.04 0.12 -0.08 0.1568
C 1.21328 -0.63057 1.35266 0.59 0.06 0.46 0.4706
C 2.70812 -0.81448 0.93115 -0.46 -0.80 0.08 -1.6018
C -1.32650 2.28704 0.00994 -1.80 -1.10 0.94 -1.9318
S -0.45783 3.79987 0.51713 2.36 3.23 -1.72 1.4547
O 0.96983 3.69351 0.47544 -0.24 -1.81 1.57 -0.5358
O -0.77260 4.97318 -0.24109 -2.04 -0.45 0.34 -0.6606
F -1.01136 4.14057 1.98185 0.24 -1.03 -1.00 -0.2545
C -2.11597 2.36959 -1.37818 -0.46 0.45 -0.12 2.4295
C -3.15942 1.20710 -1.51368 0.27 -1.25 0.10 -1.5182
C -3.75949 0.91955 -2.93002 -0.58 -0.55 0.29 -1.5300
C -3.32588 -0.48158 -3.50244 -1.31 0.70 -0.16 -0.6747
C -4.46578 -1.53529 -3.27406 1.66 -0.56 0.09 -0.7977
C -3.80949 -2.94953 -3.06967 -0.58 0.04 0.45 -1.0152
C -4.14293 -3.54495 -1.65406 0.61 -0.38 -1.14 -0.3731
C -2.95145 -4.38237 -1.13482 -0.59 -0.27 0.45 -0.4540
C -3.10605 -4.82277 0.36069 1.06 0.09 -0.71 -0.6889
O -3.75661 -3.84585 1.16044 -0.33 -0.69 -0.19 -0.0598
C -5.11045 -4.17860 1.45508 -0.18 0.50 0.35 -0.9595
C -2.96223 3.69434 -1.40356 0.49 0.41 -0.21 -1.5488
C -4.40911 3.71583 -1.91558 -0.39 1.25 -0.49 0.1084
C -5.01607 5.12695 -1.60190 0.02 -0.47 0.64 -0.9988
C -5.40095 5.31019 -0.11072 -0.24 -0.10 -0.19 -0.7466
C -6.37368 4.24986 0.44101 0.40 0.31 0.99 -0.3633
O -7.50866 4.01472 -0.41304 0.45 -0.40 0.64 -0.3653
C -7.64852 2.70770 -0.79207 0.16 -0.47 0.83 0.8247
C -7.82375 1.56343 0.20575 -0.07 0.26 0.73 -0.9559
O -7.63355 2.45723 -1.94166 -0.24 -0.33 -2.25 -0.4976
C -1.15562 2.19425 -2.58271 -0.17 0.15 -0.03 -0.3528
Br 0.43675 3.31557 -2.67205 -0.24 0.10 -0.09 -0.1175
O -0.75571 0.82571 -2.62315 -0.09 0.42 0.94 -0.4425
S -0.01996 0.19451 -1.33219 2.13 -3.06 -1.28 1.6132
O 1.39480 0.36310 -1.51467 -0.21 1.80 0.51 -0.5736
O -0.30364 -1.21515 -1.41600 -1.66 0.37 0.33 -0.5995
H -2.11017 -1.47784 4.16278 0.11 -0.02 -0.45 0.4625
H -0.47808 -0.82461 4.04998 -0.30 -0.03 -0.22 0.2656
H -0.94290 -2.07486 2.89219 -0.32 0.17 0.31 0.1366
H -1.51522 -1.13385 0.66979 0.27 0.56 -0.21 0.4817
H -2.69873 0.13802 0.66614 0.62 0.16 -0.12 0.0859
H 1.55369 1.32909 0.65433 -0.90 0.31 -0.20 1.3962
H 0.62008 -1.38805 0.82559 0.03 0.40 0.07 0.1488
H 1.16932 -0.89112 2.41806 -0.27 0.08 -0.44 0.3050
H 3.23441 -1.40042 1.70519 -0.13 0.41 -0.21 0.3333
H 2.71609 -1.44341 0.02619 0.27 0.56 0.10 0.3081
H 3.25069 0.12449 0.75899 -0.20 -0.28 0.00 0.3029
H -2.19167 2.24732 0.70852 0.61 0.32 0.00 1.0031
H -2.72677 0.21944 -1.26699 0.02 0.62 0.08 0.2310
H -3.97924 1.32276 -0.78319 0.44 0.35 -0.19 1.0418
H -3.66897 1.72987 -3.66477 0.26 -0.22 0.31 0.5989
H -4.84886 0.81474 -2.76563 0.38 0.38 -0.18 0.2159
H -3.18644 -0.32794 -4.58576 0.41 -0.45 0.40 0.3721
H -2.43280 -0.87635 -3.00478 -0.06 0.40 -0.42 0.1998
H -4.97194 -1.25980 -2.33428 -0.20 -0.14 -0.50 0.3732
H -5.15589 -1.59184 -4.12650 -0.03 0.38 0.44 0.4438
H -4.15631 -3.62235 -3.87274 0.16 0.07 0.42 0.5191
H -2.71027 -2.91766 -3.14838 -0.38 0.28 -0.14 0.4916
H -4.36480 -2.72794 -0.95220 -0.02 -0.35 -0.16 0.1874
H -5.02089 -4.19916 -1.80625 0.13 0.37 0.56 0.2457
H -2.00365 -3.83096 -1.25537 -0.42 0.00 0.05 0.2219
H -2.86983 -5.30205 -1.74436 0.10 0.36 0.19 0.3489
H -2.07468 -4.93420 0.74515 -0.45 -0.03 0.08 0.1337
H -3.57723 -5.81895 0.42426 -0.11 0.45 0.12 0.5081
H -5.72203 -3.26952 1.32099 0.16 -0.33 -0.01 0.2455
H -5.51360 -4.97108 0.80393 0.21 0.27 0.19 0.4136
H -5.19816 -4.48452 2.51350 0.03 -0.04 -0.40 0.2371
H -3.00129 4.13591 -0.39336 0.20 -0.36 -0.37 0.2306
H -2.38724 4.42080 -2.00651 -0.32 -0.12 0.36 0.1607
H -5.11314 2.99318 -1.48615 0.55 -0.13 -0.20 -0.1110
H -4.45381 3.63627 -3.01495 0.04 -0.30 0.45 0.2054
H -4.28413 5.91838 -1.83917 -0.39 -0.27 -0.21 0.4702
H -5.93889 5.24076 -2.19212 0.45 0.12 0.07 0.5016
H -4.51086 5.28605 0.54684 -0.33 0.01 -0.25 0.2430
H -5.85061 6.30639 0.02930 0.13 -0.29 -0.13 0.4395
H -5.82628 3.31162 0.65150 -0.27 0.29 -0.29 0.1305
H -6.74225 4.60501 1.41918 0.05 -0.15 -0.32 0.4162
H -6.91924 1.40790 0.81852 -0.42 0.28 -0.04 0.2037
H -8.01023 0.61024 -0.30519 0.07 0.57 -0.21 0.3490
H -8.69101 1.76509 0.85419 0.45 0.01 0.01 0.3605
H -1.64877 2.39684 -3.53957 0.03 -0.25 0.42 0.8342
O 5.12032 5.24254 -4.49348 0.07 -0.11 0.03 -0.5366
C 5.09021 4.45098 -3.61170 -0.26 0.29 -0.44 0.5095
O 4.01908 4.23793 -2.80554 0.53 -0.12 -0.07 -0.2587
C 4.33755 3.12002 -1.96960 -0.58 -0.07 0.41 -0.2178
C 5.84036 3.13307 -1.98221 0.15 -0.49 -0.14 0.4424
F 6.34659 1.88070 -1.87738 0.13 0.05 0.03 -0.2992
O 6.13795 3.63926 -3.27197 -0.27 0.39 0.34 -0.2321
H 3.92272 2.20918 -2.40644 0.19 -0.05 -0.01 0.1580
H 3.92506 3.24888 -0.97038 -0.10 0.21 -0.11 0.1399
H 6.29428 3.77455 -1.22389 0.11 -0.12 0.00 0.2780
O 1.58318 -3.53122 2.76577 -0.08 -0.14 0.07 -0.5182
C 2.37611 -4.27064 2.28028 -0.15 0.17 0.28 0.6747
O 3.67917 -4.34255 2.64693 -0.35 -0.08 -0.29 -0.3198
C 4.26064 -5.43515 1.93129 0.59 0.02 0.15 -0.4440
C 3.34193 -5.55896 0.74623 -0.15 -0.51 -0.06 0.2810
F 3.24130 -6.84324 0.33033 -0.06 0.04 -0.08 -0.2920
O 2.09295 -5.14923 1.27736 0.36 0.45 0.08 -0.2558
H 4.25115 -6.32749 2.55976 -0.15 -0.07 -0.14 0.2819
H 5.28724 -5.21574 1.64617 -0.06 0.22 0.10 0.2784
H 3.60580 -4.92115 -0.09975 -0.05 -0.11 -0.07 0.2902
O -3.41223 -6.38758 5.98104 0.10 0.01 0.03 -0.5197
C -2.33246 -5.96491 5.73641 -0.40 0.00 0.20 0.5092
O -2.05868 -4.65904 5.47906 0.14 -0.51 0.00 -0.1765
C -0.63850 -4.54016 5.37066 0.11 0.77 -0.22 0.2671
C -0.22838 -5.93901 5.00775 0.25 -0.15 0.40 0.4626
F 0.99672 -6.24235 5.50682 0.04 -0.10 -0.09 -0.3095
O -1.19980 -6.72997 5.66818 -0.25 0.37 -0.41 -0.3695
H -0.22852 -4.21860 6.32983 0.09 -0.21 0.00 0.2427
H -0.36232 -3.81418 4.60850 -0.21 0.00 -0.02 -0.3739
H -0.24783 -6.15246 3.93669 0.14 -0.06 0.03 0.2934
O 12.92431 3.51906 -3.91387 -0.09 -0.08 0.04 -0.5111
C 11.77864 3.76596 -3.72774 0.38 -0.13 -0.12 0.6034
O 10.81945 3.70987 -4.68680 0.18 0.12 0.48 -0.3108
C 9.56443 3.93747 -4.03865 -0.56 0.00 -0.49 -0.2700
C 9.97933 4.68630 -2.80192 -0.19 -0.31 0.36 0.2625
F 9.15411 4.41645 -1.75979 0.03 0.09 0.08 -0.2781
O 11.25966 4.14607 -2.52418 -0.04 0.26 -0.57 -0.3066
H 9.09396 2.97936 -3.80963 0.04 0.05 0.20 0.2474
H 8.89492 4.51462 -4.67287 0.17 -0.02 -0.13 0.2922
H 10.05952 5.76732 -2.93201 -0.07 0.00 0.15 0.2910
O -2.17783 -1.11279 6.39611 -0.15 0.02 0.19 -0.4431
C -3.31740 -0.82714 6.55894 0.36 -0.31 0.05 0.6236
O -4.25996 -0.85553 5.57953 0.12 0.16 0.36 -0.1820
C -5.51908 -0.58154 6.19641 -0.39 0.01 -0.47 -0.4730
C -5.10555 0.15971 7.43933 -0.19 -0.28 0.44 0.2711
F -5.95979 -0.07597 8.46257 0.04 0.10 0.05 -0.2935
O -3.85057 -0.42096 7.74623 -0.01 0.26 -0.58 -0.3426
H -6.02568 -1.52147 6.42220 0.05 0.05 0.21 0.2959
H -6.15445 0.01357 5.54373 0.20 0.00 -0.14 0.2717
H -4.98626 1.23692 7.30478 -0.07 0.00 0.13 0.2904
O 9.21194 -1.40787 -3.91116 0.10 0.04 0.04 -0.5118
C 10.26789 -0.94362 -4.17907 -0.41 -0.09 0.24 0.5855
O 10.48726 0.37635 -4.42821 0.15 -0.40 -0.02 -0.2255
C 11.89994 0.55053 -4.57282 0.06 0.57 -0.23 -0.4345
C 12.35008 -0.83045 -4.96226 0.31 -0.16 0.43 0.3089
F 13.59560 -1.09416 -4.49903 0.02 -0.10 -0.08 -0.2841
O 11.42479 -1.66370 -4.28630 -0.27 0.40 -0.41 -0.3225
H 12.32449 0.87594 -3.62188 0.14 -0.20 -0.02 0.2768
H 12.12708 1.29557 -5.33168 -0.22 0.03 0.02 0.3017
H 12.30980 -1.03387 -6.03440 0.13 -0.07 0.03 0.2820
```
Forces are in eV/Å.

---

Q: Which value of charge does entry 1 give?
A: 0